# 1
DFT (ωB97M-V/def2-TZVPD) results for a molecular structure, C45H35ClIN3O7PRb in a non-equilibrium geometry.

Last column: Mulliken charge in e.
Positions of all 94 atoms, in Å:
Rb  1.457  -0.123  0.667  0.7968
O  2.907  -0.312  -2.040  -0.2177
C  3.835  0.614  -2.527  -0.4727
C  4.798  1.112  -1.430  -1.1004
N  4.137  1.249  -0.167  0.8274
C  4.850  0.700  0.952  -0.4669
C  4.808  -0.879  0.943  0.6121
O  5.631  -1.445  1.666  -0.8702
O  3.966  -1.411  0.183  -0.7030
C  3.038  2.179  -0.160  -0.3230
C  1.049  3.005  0.855  -0.7430
O  2.851  2.418  2.424  -0.6577
O  0.360  2.251  1.461  -0.4414
H  3.339  -0.760  -1.259  0.3011
H  3.277  1.458  -2.953  0.3362
H  4.439  0.169  -3.344  0.3357
H  5.266  2.061  -1.769  0.3118
H  5.586  0.366  -1.303  0.4683
H  4.446  1.039  1.900  -0.0688
H  5.910  1.009  0.941  0.4222
H  2.120  1.671  -0.498  -0.5606
H  3.249  2.981  -0.886  0.2110
Cl  3.635  0.096  8.471  -0.2833
C  3.205  0.444  6.822  0.1500
C  3.724  1.569  6.204  -0.8040
C  3.377  1.799  4.883  -0.5535
C  2.529  0.955  4.166  0.2442
O  2.233  1.177  2.877  1.3010
C  1.961  -0.182  4.820  0.5464
C  1.015  -1.115  4.305  -0.6836
N  0.448  -1.175  3.140  0.5443
C  -0.556  -2.084  2.976  -0.6980
C  -1.484  -2.344  3.995  -0.0817
C  -2.465  -3.313  3.867  -0.8472
C  -2.553  -4.083  2.726  -0.7816
C  -1.681  -3.835  1.651  1.2411
C  -1.755  -4.552  0.439  -1.0847
C  -0.894  -4.242  -0.587  -0.7706
C  0.020  -3.203  -0.395  -0.4927
N  0.119  -2.514  0.722  -0.2316
C  -0.695  -2.804  1.745  0.5359
C  2.360  -0.405  6.158  -1.4348
H  4.389  2.236  6.729  0.4436
H  3.778  2.666  4.384  0.4701
H  0.758  -1.892  5.044  0.4550
H  -1.455  -1.734  4.887  0.6018
H  -3.168  -3.467  4.677  0.3539
H  -3.301  -4.861  2.635  0.3562
H  -2.503  -5.329  0.332  0.3850
H  -0.928  -4.770  -1.531  0.4449
H  0.705  -2.925  -1.185  0.6173
H  1.970  -1.273  6.671  0.3988
I  -0.166  3.529  -1.449  0.1652
C  -1.466  3.503  -3.225  -0.3409
C  -1.356  4.569  -4.092  -0.5748
C  -2.263  4.757  -5.132  -0.7264
C  -3.337  3.912  -5.247  -0.8000
C  -3.498  2.826  -4.365  0.9859
C  -4.659  2.033  -4.441  -0.9372
C  -4.862  1.011  -3.546  -1.0540
C  -3.858  0.681  -2.646  -0.9866
C  -2.658  1.376  -2.587  1.3285
P  -1.300  0.532  -1.651  0.6616
C  -1.267  -0.973  -2.746  0.5856
C  -0.099  -0.987  -3.512  -0.6610
C  0.145  -1.980  -4.441  -0.4736
C  -0.775  -2.999  -4.619  -0.5510
C  -1.940  -2.997  -3.871  -0.6072
C  -2.196  -1.989  -2.957  0.1349
C  -2.316  0.144  -0.173  1.0565
C  -2.618  1.238  0.639  -1.1257
C  -3.373  1.080  1.782  -0.6373
C  -3.871  -0.170  2.116  -1.0019
C  -3.568  -1.261  1.323  -0.8397
C  -2.772  -1.114  0.201  1.0183
C  -2.499  2.550  -3.376  -0.0116
H  -0.562  5.285  -3.940  0.3529
H  -2.144  5.590  -5.814  0.3530
H  -4.097  4.078  -5.999  0.3019
H  -5.398  2.263  -5.197  0.3079
H  -5.784  0.444  -3.558  0.4277
H  -4.020  -0.143  -1.968  0.3327
H  0.633  -0.202  -3.370  0.1336
H  1.062  -1.966  -5.013  0.4325
H  -0.591  -3.783  -5.341  0.3616
H  -2.664  -3.792  -4.000  0.4117
H  -3.132  -2.013  -2.420  0.0351
H  -2.246  2.217  0.371  0.1370
H  -3.583  1.931  2.413  0.4178
H  -4.481  -0.301  2.998  0.3413
H  -3.940  -2.241  1.585  0.6705
H  -2.501  -1.984  -0.379  -0.2385
O  3.240  4.136  1.253  -1.0085
C  2.676  3.015  1.116  1.2830

Forces on the atoms, in the same order (eV/Å):
Rb 0.00 -0.61 -0.23
O -0.04 -0.57 0.22
C 0.28 0.38 -0.33
C -0.22 -0.25 -0.06
N 0.27 0.30 -0.10
C 0.06 -0.49 -0.11
C 0.80 1.06 0.21
O 0.24 -0.28 0.42
O -0.77 -0.65 -0.56
C 0.76 0.18 0.29
C 1.47 2.18 -2.05
O 1.50 0.03 2.71
O -1.73 -1.28 1.57
H -0.05 0.07 -0.04
H 0.03 -0.08 0.07
H -0.10 0.17 0.10
H -0.04 -0.14 0.00
H 0.05 0.05 -0.05
H -0.04 0.07 -0.07
H -0.15 -0.15 0.09
H 0.41 0.72 -0.56
H -0.23 -0.17 0.11
Cl 0.09 -0.07 0.38
C 0.00 -0.09 0.08
C -0.44 -0.31 -0.72
C 0.50 0.62 0.37
C -0.38 -0.24 -0.76
O -0.20 -1.07 0.82
C 1.05 1.07 0.42
C -1.05 -0.95 -1.12
N 1.28 1.02 1.18
C -1.27 -1.03 0.72
C 0.87 0.70 -0.54
C -0.50 -0.91 -0.56
C -0.08 0.17 0.67
C 0.33 0.26 -0.01
C 0.35 0.12 -0.37
C -0.67 -0.50 0.31
C 0.36 0.45 0.40
N 0.16 -0.52 -0.58
C -0.49 -0.56 0.42
C -0.26 0.03 -0.47
H 0.04 0.06 0.02
H -0.04 0.02 -0.18
H -0.01 0.08 -0.15
H 0.03 0.04 0.01
H 0.00 -0.02 0.01
H -0.02 0.02 -0.02
H 0.02 -0.02 -0.01
H 0.02 0.05 0.00
H 0.07 0.06 -0.15
H -0.04 -0.06 0.05
I 0.92 0.49 1.44
C 0.47 0.29 -0.40
C -0.02 -0.60 0.39
C -0.54 -0.11 -0.33
C 0.18 0.39 -0.20
C -0.05 -0.18 0.13
C -0.16 -0.35 0.26
C -0.39 0.41 -0.64
C 0.78 0.37 0.39
C -0.66 -0.32 -0.02
P -0.16 -0.30 -0.10
C 0.14 0.08 0.10
C 0.02 0.16 0.18
C 0.05 -0.20 -0.20
C 0.09 -0.02 -0.07
C -0.20 -0.12 0.02
C 0.06 -0.05 0.02
C 0.10 -0.19 -0.09
C 0.06 0.14 -0.05
C -0.12 -0.01 0.07
C -0.06 -0.07 0.04
C -0.19 -0.10 0.07
C 0.07 0.19 -0.15
C -0.43 0.21 -0.53
H 0.17 0.14 0.05
H -0.04 0.06 -0.08
H -0.05 0.02 -0.09
H -0.09 0.03 -0.05
H -0.03 -0.04 -0.03
H -0.01 -0.07 -0.01
H 0.08 -0.03 0.11
H 0.07 0.02 -0.03
H 0.02 -0.06 -0.02
H -0.08 -0.05 -0.04
H -0.05 0.02 0.09
H 0.08 0.04 0.01
H 0.02 0.10 0.02
H -0.07 0.00 0.12
H -0.03 -0.01 0.03
H -0.03 -0.06 -0.05
O 0.91 0.76 0.34
C -3.07 0.07 -2.57

Values from the calculation:
- HOMO level (eV) = 0.37
- Kohn-Sham gap (eV) = 2.99
- net charge = -2



# 2
DFT (ωB97M-V/def2-TZVPD) results for a molecular structure, C45H36AlN3O3P2S2Te4 in a non-equilibrium geometry.

Last column: Mulliken charge in e.
Positions of all 96 atoms, in Å:
Al  14.109  14.265  12.219  -0.1131
O  8.283  13.949  13.301  0.6204
C  7.880  13.125  12.263  0.1819
C  6.789  13.402  11.397  -0.5358
C  6.454  12.538  10.364  -1.1081
C  7.089  11.296  10.313  -0.5870
C  8.132  10.958  11.151  -0.7892
C  8.549  11.883  12.132  0.5607
P  10.126  11.670  13.163  0.8114
C  9.350  11.718  14.859  0.2765
C  10.219  12.071  15.909  -0.3914
C  9.668  12.202  17.170  -0.5324
C  8.348  11.853  17.400  -0.5653
C  7.533  11.345  16.364  -0.9925
C  8.031  11.381  15.069  0.1228
C  10.438  9.920  12.839  0.1231
C  11.274  9.611  11.793  -0.0199
C  11.520  8.311  11.381  -0.7584
C  10.864  7.258  12.050  -0.4417
C  9.994  7.551  13.109  -0.8317
C  9.818  8.853  13.529  -0.0233
C  7.500  15.037  13.774  -1.1196
C  6.378  14.815  14.494  0.2528
C  5.569  15.867  14.952  -0.8992
C  6.009  17.176  14.677  -0.7772
C  7.220  17.374  14.055  0.4809
C  7.960  16.317  13.543  -0.1761
P  9.540  16.455  12.558  1.2243
C  10.544  17.540  13.546  0.1725
C  10.276  17.730  14.893  -0.8301
C  11.172  18.475  15.677  -0.6357
C  12.336  19.013  15.141  -1.1578
C  12.556  18.813  13.784  -0.3565
C  11.677  18.100  12.990  -0.0904
C  8.942  17.573  11.188  0.4169
C  8.682  16.930  10.009  0.1309
C  8.127  17.580  8.903  -0.9232
C  7.818  18.926  9.038  -0.5025
C  8.135  19.621  10.201  -0.9967
C  8.741  18.936  11.275  0.0240
H  6.179  14.274  11.508  0.5477
H  5.703  12.742  9.644  0.4764
H  6.721  10.507  9.591  0.2733
H  8.567  9.965  11.107  0.3281
H  11.275  12.225  15.681  0.1665
H  10.244  12.559  18.025  0.4116
H  7.997  11.937  18.419  0.3946
H  6.507  11.074  16.611  0.4020
H  7.307  11.226  14.270  0.5514
H  11.815  10.468  11.394  0.4132
H  12.226  8.099  10.607  0.4601
H  11.169  6.239  11.777  0.3458
H  9.412  6.743  13.527  0.4204
H  9.031  9.148  14.213  0.2938
H  6.074  13.781  14.594  0.4763
H  4.623  15.699  15.480  0.4136
H  5.435  18.059  14.996  0.3800
H  7.581  18.441  13.881  0.1611
H  9.495  17.167  15.354  0.4958
H  10.970  18.607  16.738  0.3723
H  12.984  19.518  15.795  0.4952
H  13.437  19.143  13.304  0.1436
H  11.831  17.888  11.912  0.4197
H  8.971  15.863  9.836  0.1577
H  7.953  17.045  7.956  0.4333
H  7.354  19.454  8.198  0.3700
H  7.870  20.672  10.217  0.4587
H  8.980  19.486  12.196  0.4153
Te  13.683  15.182  14.544  0.2366
Te  14.608  12.997  16.003  -0.3726
Te  14.616  10.914  14.153  -0.1847
Te  15.643  12.314  11.938  -0.1356
N  12.251  20.965  9.355  -0.6341
C  13.279  20.036  9.502  0.7966
C  13.764  19.420  8.373  -0.5630
C  14.628  18.343  8.521  -0.4287
C  14.989  17.977  9.787  -0.1155
C  14.652  18.708  10.943  -0.6788
C  13.761  19.774  10.793  -0.7976
S  15.792  16.456  10.040  1.3091
O  15.970  15.907  8.719  -0.6714
O  16.911  16.563  10.960  -0.7466
N  14.673  15.611  10.861  0.1246
C  13.479  15.352  10.292  0.1576
S  12.726  15.789  8.798  -0.0867
C  11.332  14.885  9.322  -0.2593
C  11.486  14.342  10.522  -1.0274
N  12.703  14.561  11.049  0.2519
H  11.791  20.952  8.416  0.2524
H  11.552  20.930  10.063  0.2671
H  13.295  19.662  7.398  0.2165
H  14.968  17.696  7.713  0.5348
H  15.080  18.408  11.911  0.4351
H  13.445  20.397  11.605  0.7544
H  10.517  14.821  8.689  0.6601
H  10.744  13.728  10.932  0.7835

Forces on the atoms, in the same order (eV/Å):
Al 0.85 0.12 1.10
O -0.57 0.28 0.00
C -1.16 -0.57 -0.45
C 0.69 0.13 0.23
C 1.19 -1.17 1.10
C -0.73 -1.14 -1.47
C -0.11 0.88 0.92
C 0.96 0.43 0.18
P -1.18 0.70 0.01
C 1.52 -0.23 -0.82
C -0.65 -0.28 -0.79
C 0.30 0.10 0.61
C -0.35 -0.68 -0.42
C 0.48 1.12 1.12
C -1.03 -0.01 0.64
C -0.67 -1.40 0.95
C 0.96 0.82 -0.21
C -0.77 -0.66 1.02
C 0.98 0.57 -0.27
C 0.26 -0.46 -0.56
C -0.66 1.16 -0.96
C 1.55 -0.59 -1.32
C -2.16 -0.63 0.70
C 0.67 0.45 -0.51
C -0.77 -0.15 0.93
C 0.63 1.79 -0.92
C 1.06 0.19 -0.36
P -0.94 -0.32 -0.87
C -0.56 0.40 0.81
C 1.40 0.28 0.46
C -0.37 -0.25 0.12
C -1.68 -0.94 -0.72
C 0.04 -0.21 -0.19
C -0.04 -0.28 -0.63
C 0.71 -0.40 1.11
C -0.01 -1.65 -2.05
C 0.06 0.01 0.20
C -0.12 0.16 -0.66
C 0.24 -0.56 0.20
C -0.81 1.37 -0.09
H 0.07 0.64 0.22
H -0.74 0.41 -0.29
H 0.52 1.12 0.73
H 0.12 0.19 -0.03
H -0.26 0.23 0.24
H 0.06 -0.11 -0.37
H -0.30 -0.08 -0.03
H 0.19 -0.02 -0.31
H 0.49 -0.30 -0.16
H 0.04 -0.30 -0.49
H 0.24 -0.03 -0.35
H -0.63 0.37 0.16
H 0.06 -0.04 0.35
H 0.22 -0.45 0.43
H -0.12 -0.05 0.31
H 0.50 -0.08 -0.26
H 0.21 -0.61 -0.10
H -0.50 -1.59 0.26
H -0.55 0.12 0.31
H 0.01 -0.09 -0.16
H 0.99 0.68 0.41
H 0.87 0.51 -0.09
H 0.37 0.46 0.71
H -0.46 1.00 0.68
H 0.05 0.30 0.62
H 0.16 -0.13 0.36
H 0.24 -0.03 0.38
H -0.04 -0.29 -0.39
Te -0.13 -0.38 0.41
Te 0.05 -0.05 -0.71
Te -0.02 1.09 -0.35
Te 0.03 -0.84 0.60
N -0.41 0.29 -1.70
C -0.98 0.82 0.20
C -0.09 -0.69 -0.98
C -0.26 0.05 -0.56
C 0.51 0.17 1.65
C -0.55 0.55 -0.35
C 1.15 -1.09 -0.51
S 2.09 0.07 0.28
O 0.02 -0.27 0.39
O -1.11 -0.02 -0.95
N -0.78 -0.57 0.04
C -0.55 0.08 -0.61
S 0.05 -0.27 0.67
C 1.05 0.72 -0.39
C -0.21 -0.16 -1.06
N 0.80 0.56 0.24
H 0.75 0.00 1.32
H -0.33 0.05 0.58
H 0.59 -0.13 0.62
H -0.20 0.42 -0.01
H -0.32 0.16 -0.46
H -0.13 0.11 0.30
H -1.41 -0.14 -1.01
H -0.62 -0.75 1.07

Values from the calculation:
- HOMO level (eV) = -7.10
- Kohn-Sham gap (eV) = 6.34